Density functional theory data (wB97M-V/def2-TZVPD) for a molecular structure, C24H22AgFN3O2S2.

Last column: Mulliken spin population.
Element x y z (Å)
N: 4.697 -2.132 3.754  0.00
C: 4.630 -1.296 2.553  0.00
C: 3.201 -0.843 2.220  0.00
C: 2.960 -0.664 0.702  0.00
C: 2.091 -1.710 0.075  0.00
C: 2.700 -2.674 -0.735  0.00
C: 1.985 -3.682 -1.348  0.00
C: 0.615 -3.760 -1.191  0.00
C: -0.032 -2.819 -0.417  0.00
C: 0.701 -1.809 0.227  0.00
C: -0.075 -0.878 1.059  -0.01
O: 0.323 -0.333 2.077  0.00
C: -1.486 -0.640 0.662  0.00
C: -2.204 -1.643 0.031  0.00
C: -3.539 -1.422 -0.252  0.00
C: -4.137 -0.226 0.105  0.00
C: -3.444 0.807 0.725  0.00
C: -4.119 2.097 1.118  0.00
C: -4.080 3.263 0.097  0.00
C: -2.736 3.763 -0.433  0.00
S: -2.154 2.795 -1.855  -0.02
C: -0.459 3.128 -1.895  -0.02
S: 0.268 4.315 -1.072  0.08
N: 0.317 2.298 -2.760  0.00
C: 0.008 1.127 -3.301  0.33
C: 1.137 0.740 -4.075  0.32
N: 2.088 1.666 -3.981  -0.08
C: 1.610 2.595 -3.197  0.34
C: -2.104 0.551 0.981  0.00
F: -1.389 1.567 1.568  0.00
C: -1.513 -2.915 -0.287  0.00
O: -2.110 -3.928 -0.454  0.00
H: 3.773 -2.267 4.145  0.00
H: 5.216 -1.656 4.478  0.00
H: 5.217 -0.402 2.741  0.00
H: 5.070 -1.795 1.690  0.00
H: 3.041 0.123 2.688  0.00
H: 2.474 -1.510 2.667  0.00
H: 2.553 0.331 0.507  0.00
H: 3.931 -0.719 0.221  0.00
H: 3.766 -2.605 -0.874  0.00
H: 2.505 -4.403 -1.954  0.00
H: 0.071 -4.561 -1.665  0.00
H: -4.108 -2.209 -0.721  0.00
H: -5.183 -0.108 -0.129  0.00
H: -5.167 1.854 1.249  0.00
H: -3.734 2.423 2.079  0.00
H: -4.767 3.079 -0.722  0.00
H: -4.494 4.119 0.621  0.00
H: -2.883 4.761 -0.831  0.00
H: -1.979 3.856 0.333  0.00
H: -0.917 0.598 -3.164  0.03
H: 1.241 -0.150 -4.665  0.01
H: 2.162 3.480 -2.944  0.01
Ag: -1.542 0.419 3.546  0.00

Properties
Charge ... +2
LUMO (spin up / spin down) ... -7.39 / -10.06 eV
Kohn-Sham gap (spin up / spin down) ... 5.7 / 3.0 eV
Multiplicity ... 2
⟨S²⟩ ... 0.763
HOMO energy (spin up / spin down) ... -13.078 / -13.078 eV

Density functional theory data (wB97M-V/def2-TZVPD) for C4H10ClN in the gas phase.

Last column: Löwdin charge in e.
Element x y z (Å)
C: 0.741 1.825 2.228  -0.18
N: 0.692 1.273 0.942  -0.15
C: 0.048 -0.023 0.962  -0.28
C: 0.144 -0.718 -0.399  -0.73
C: -0.020 -2.243 -0.435  -0.15
Cl: -0.842 -0.023 -1.742  0.57
H: 1.027 2.897 2.148  0.09
H: -0.313 2.018 2.614  0.10
H: 1.270 1.259 2.974  0.07
H: 1.616 1.188 0.568  0.10
H: 0.483 -0.657 1.737  0.12
H: -1.039 0.148 1.135  0.13
H: 1.176 -0.517 -0.791  0.10
H: 0.611 -2.720 0.276  0.06
H: 0.238 -2.588 -1.479  0.08
H: -1.075 -2.605 -0.292  0.09

Properties
Charge ... 0
LUMO ... 1.01 eV
Relative energy (zero: lowest compared OMol25 entry of this formula, charge and spin) ... 78.2 kJ/mol
Kohn-Sham gap ... 10.2 eV
HOMO energy ... -9.161 eV
Structure (SMILES) ... CNC[C@@H](C)Cl

Density functional theory data (wB97M-V/def2-TZVPD) for 2 unconnected molecules or ions with the total composition C45H50N3O2Si.

Last column: Löwdin charge in e.
Element x y z (Å)
C: 7.553 2.820 -3.246  -0.04
O: 7.123 1.453 -3.018  -0.06
C: 5.794 1.213 -2.866  -0.23
C: 5.383 -0.130 -2.640  0.03
C: 4.049 -0.430 -2.470  0.00
C: 3.038 0.577 -2.495  -0.20
C: 1.649 0.266 -2.298  0.05
C: 0.644 1.226 -2.376  -0.07
C: -0.722 1.019 -2.230  0.03
N: -1.623 2.018 -2.292  0.05
C: -3.062 1.756 -2.177  -0.16
C: -3.612 0.858 -3.285  -0.08
C: -5.102 0.629 -3.145  -0.24
C: -5.972 1.059 -4.152  -0.04
C: -7.351 0.917 -3.990  -0.07
C: -7.860 0.319 -2.830  -0.07
C: -6.988 -0.127 -1.830  -0.07
C: -5.606 0.022 -1.989  -0.04
C: -3.652 3.167 -2.212  -0.37
O: -4.828 3.484 -2.065  0.10
N: -2.620 4.035 -2.422  -0.04
C: -2.841 5.453 -2.560  0.00
C: -1.292 3.446 -2.488  -0.45
C: -0.417 4.028 -1.363  0.02
C: -0.677 3.737 -3.870  0.02
C: 3.480 1.910 -2.740  0.00
C: 4.814 2.232 -2.921  0.01
H: 8.638 2.762 -3.328  0.10
H: 7.127 3.220 -4.178  0.10
H: 7.274 3.471 -2.406  0.10
H: 6.150 -0.902 -2.609  0.13
H: 3.743 -1.467 -2.321  0.11
H: 1.360 -0.772 -2.115  0.13
H: 0.943 2.247 -2.587  0.05
H: -1.120 0.013 -2.063  0.16
H: -3.282 1.312 -1.187  0.17
H: -3.391 1.323 -4.260  0.13
H: -3.070 -0.099 -3.231  0.12
H: -5.554 1.529 -5.046  0.12
H: -8.024 1.286 -4.767  0.11
H: -8.938 0.208 -2.706  0.11
H: -7.380 -0.581 -0.917  0.11
H: -4.915 -0.316 -1.210  0.11
H: -3.911 5.662 -2.487  0.10
H: -2.305 5.999 -1.774  0.10
H: -2.467 5.802 -3.532  0.10
H: -0.933 3.914 -0.400  0.11
H: 0.554 3.533 -1.290  0.07
H: -0.242 5.094 -1.557  0.09
H: -1.378 3.434 -4.661  0.11
H: -0.477 4.813 -3.957  0.09
H: 0.264 3.205 -4.030  0.07
H: 2.762 2.727 -2.798  0.11
H: 5.113 3.267 -3.106  0.11
C: 2.986 1.535 3.217  -0.09
C: 2.917 0.752 4.374  -0.08
C: 2.173 -0.435 4.377  -0.08
C: 1.522 -0.866 3.210  -0.25
Si: 0.529 -2.441 3.180  0.73
C: 0.653 -3.295 4.831  -0.24
C: -0.508 -3.533 5.586  -0.08
C: -0.425 -4.165 6.832  -0.08
C: 0.817 -4.567 7.336  -0.08
C: 1.980 -4.327 6.595  -0.08
C: 1.899 -3.685 5.352  -0.11
C: -1.243 -2.040 2.785  -0.26
C: -1.789 -0.811 3.190  -0.08
C: -3.132 -0.514 2.927  -0.08
C: -3.936 -1.437 2.248  -0.09
C: -3.397 -2.664 1.845  -0.09
C: -2.054 -2.966 2.110  -0.09
C: 1.228 -3.609 1.843  -0.38
C: 2.709 -3.998 2.062  -0.17
C: 3.271 -4.117 0.635  -0.15
C: 2.392 -3.181 -0.213  -0.23
N: 1.180 -2.989 0.559  -0.08
C: 1.595 -0.074 2.053  -0.10
C: 2.322 1.123 2.054  -0.09
H: 3.554 2.467 3.223  0.10
H: 3.438 1.065 5.282  0.11
H: 2.094 -1.027 5.292  0.10
H: -1.477 -3.214 5.194  0.10
H: -1.335 -4.339 7.411  0.11
H: 0.881 -5.060 8.307  0.11
H: 2.956 -4.630 6.981  0.11
H: 2.815 -3.479 4.792  0.10
H: -1.161 -0.085 3.715  0.11
H: -3.550 0.439 3.258  0.10
H: -4.982 -1.204 2.039  0.10
H: -4.019 -3.396 1.325  0.10
H: -1.639 -3.930 1.802  0.10
H: 0.577 -4.505 1.961  0.11
H: 3.217 -3.181 2.598  0.10
H: 2.816 -4.907 2.662  0.12
H: 4.334 -3.873 0.577  0.11
H: 3.128 -5.147 0.284  0.11
H: 2.891 -2.206 -0.351  0.08
H: 2.196 -3.586 -1.218  0.11
H: 0.294 -2.867 0.082  0.11
H: 1.083 -0.400 1.142  0.09
H: 2.363 1.728 1.145  0.09

Properties
Charge ... +1
LUMO ... -4.53 eV
Relative energy (zero: lowest compared OMol25 entry of this formula, charge and spin) ... 0.0 kJ/mol
Kohn-Sham gap ... 5.2 eV
HOMO energy ... -9.735 eV

Density functional theory data (wB97M-V/def2-TZVPD) for a gas-phase ion, C3H10N3O (charge +1).

Last column: Löwdin charge in e.
Element x y z (Å)
C: 1.043 -0.884 -0.730  -0.04
C: 0.162 0.173 -0.225  -0.48
N: 0.974 1.252 0.456  0.10
N: -0.553 0.763 -1.405  0.25
C: -1.036 -0.266 0.752  -0.46
N: -0.798 -0.964 1.861  0.23
O: -2.071 0.232 0.414  0.08
H: 1.895 -0.507 -1.405  0.14
H: 0.457 -1.747 -1.214  0.14
H: 1.519 -1.317 0.155  0.09
H: 1.657 1.013 1.132  0.07
H: 0.412 2.153 0.678  0.15
H: -0.281 1.707 -1.627  0.17
H: -1.557 0.699 -1.280  0.14
H: -0.296 0.165 -2.223  0.18
H: -0.016 -1.530 2.113  0.12
H: -1.510 -0.941 2.549  0.12

Properties
Charge ... +1
LUMO ... -3.20 eV
Relative energy (zero: lowest compared OMol25 entry of this formula, charge and spin) ... 164.2 kJ/mol
Kohn-Sham gap ... 10.7 eV
HOMO energy ... -13.888 eV
Structure (SMILES) ... C[C@@](N)([NH3+])C(N)=O

Density functional theory data (wB97M-V/def2-TZVPD) for C19H21N5O6 in the gas phase.

Last column: Löwdin charge in e.
Element x y z (Å)
N: -2.859 -0.228 2.328  0.13
C: -1.735 0.075 2.165  -0.22
C: -0.396 0.545 2.102  -0.19
C: 0.749 -0.419 1.649  -0.14
C: 2.037 0.105 2.276  -0.07
N: 3.116 -0.652 2.639  -0.15
O: 3.424 -1.835 2.625  0.02
O: 4.058 0.330 3.212  0.00
N: 3.513 1.580 3.257  0.13
C: 2.258 1.408 2.693  -0.15
C: 1.173 2.345 2.713  -0.11
N: 1.307 3.719 3.143  -0.34
O: 2.417 4.283 3.202  0.04
O: 0.235 4.313 3.436  -0.01
C: -0.129 1.849 2.475  0.04
H: 0.542 -1.410 2.112  0.16
H: -0.966 2.543 2.608  0.14
C: 0.042 3.214 -3.420  -0.02
O: -0.818 2.068 -3.293  -0.03
C: -0.694 1.429 -2.120  -0.42
O: 0.003 1.888 -1.222  0.11
C: -1.507 0.156 -2.101  -0.13
C: -2.995 0.478 -2.352  -0.10
C: -3.804 -0.352 -1.372  -0.13
C: -2.809 -1.278 -0.668  -0.12
N: -1.483 -0.638 -0.854  0.05
C: -0.394 -1.275 -0.393  -0.04
C: 0.813 -0.527 0.167  -0.21
C: 2.095 -1.167 -0.406  -0.11
C: 2.160 -2.635 0.001  -0.20
C: 1.025 -3.424 -0.621  -0.17
C: -0.349 -2.778 -0.374  -0.08
H: -0.135 3.571 -4.434  0.10
H: -0.221 3.979 -2.685  0.10
H: 1.090 2.928 -3.289  0.10
H: -1.105 -0.462 -2.931  0.18
H: -3.204 1.548 -2.229  0.13
H: -3.202 0.214 -3.394  0.13
H: -4.285 0.286 -0.620  0.12
H: -4.576 -0.936 -1.881  0.12
H: -3.043 -1.400 0.394  0.09
H: -2.838 -2.270 -1.143  0.12
H: 0.761 0.508 -0.196  0.12
H: 2.040 -1.065 -1.502  0.13
H: 2.987 -0.620 -0.079  0.13
H: 3.132 -3.069 -0.269  0.13
H: 2.091 -2.702 1.093  0.09
H: 1.199 -3.484 -1.706  0.12
H: 1.030 -4.454 -0.238  0.12
H: -0.705 -3.103 0.625  0.16
H: -1.047 -3.178 -1.125  0.12

Properties
Charge ... 0
LUMO ... -2.30 eV
Relative energy (zero: lowest compared OMol25 entry of this formula, charge and spin) ... 94.9 kJ/mol
Kohn-Sham gap ... 4.7 eV
HOMO energy ... -6.998 eV